141
Properties=species:S:1:pos:R:3:forces:R:3:mulliken_charge:R:1 method="wB97M-V/def2-TZVPD" smiles="COP(=O)(OC)OC.COP(=O)(OC)OC.COP(=O)(OC)OC.COP(=O)(OC)OC.COP(=O)(OC)OC.CCOC(C)=O.CCOC(C)=O.CCOC(C)=O.CCOC(C)=O" max_force_ha_per_bohr=0.10269 e_lumo_ev=-0.13 e_homo_ev=-10.0 de_lowest_ev=1.2334 orbital_gap_ev=9.82
C 9.710930 -2.539990 -12.401810 -0.44 -1.39 0.53 -0.70
O 9.966690 -1.433310 -13.231180 -0.68 1.24 -1.32 -0.23
P 9.035260 -1.101350 -14.526520 -0.02 -1.57 -1.52 1.04
O 8.612460 -2.334910 -15.272580 0.70 2.12 1.31 -0.70
O 7.824190 -0.193930 -13.976660 1.24 -0.47 -0.77 -0.32
C 6.713870 -0.817870 -13.334500 -0.75 0.69 0.52 -0.62
O 9.943940 -0.073770 -15.434430 -2.71 -1.95 1.40 -0.31
C 10.282090 1.167930 -14.876170 2.83 0.70 0.12 -0.70
H 9.669740 -2.248940 -11.352190 0.61 0.23 -0.08 0.30
H 10.431780 -3.330000 -12.612450 0.38 0.28 0.33 0.28
H 8.766260 -3.068590 -12.529390 -0.36 0.45 -0.67 0.27
H 5.799800 -0.647840 -13.903410 0.21 -0.13 -0.37 0.26
H 6.578250 -0.235000 -12.423470 0.01 -0.42 0.29 0.27
H 6.809730 -1.885870 -13.138830 0.29 0.14 -0.08 0.28
H 9.900540 2.091120 -15.312340 -1.15 -0.51 0.04 0.27
H 11.325940 1.219600 -15.185680 0.39 0.40 0.31 0.28
H 10.325330 1.154600 -13.787110 -0.53 0.18 -0.04 0.32
C 17.393510 5.271910 -18.611140 0.02 1.07 -0.12 -0.61
O 17.447130 3.966570 -18.032840 -0.56 -0.30 -0.70 -0.26
P 16.701500 2.745130 -18.751140 0.52 -0.40 -1.26 0.91
O 17.478770 2.028040 -19.804980 -1.02 0.92 1.38 -0.66
O 15.306310 3.407640 -19.263970 2.01 -0.11 1.13 -0.31
C 14.338630 2.575140 -19.829820 -1.37 -1.10 -0.34 -0.70
O 16.283420 1.839030 -17.507170 -0.10 0.23 -0.13 -0.18
C 17.250850 0.981720 -16.898140 0.91 -0.37 0.29 -0.65
H 18.264880 5.578730 -19.189660 0.36 -0.75 0.02 0.27
H 17.347630 5.993450 -17.795430 -0.27 -0.17 0.08 0.24
H 16.541720 5.406660 -19.277770 -0.13 -0.15 0.28 0.29
H 14.637660 1.533840 -19.949700 0.47 0.06 -0.08 0.32
H 14.013310 2.937650 -20.804930 0.21 0.20 0.07 0.27
H 13.473000 2.527400 -19.169140 -0.08 0.26 0.04 0.26
H 17.119110 0.921110 -15.817830 -0.60 0.24 -0.10 0.25
H 18.272730 1.342220 -17.015990 -0.04 0.22 -0.32 0.30
H 17.229480 -0.034090 -17.292820 -0.32 0.14 -0.24 0.27
C 17.333970 0.478300 0.479470 -0.44 -0.29 0.96 -0.66
O 16.475930 0.775670 -0.609510 -0.11 -0.09 -1.12 -0.33
P 16.473580 -0.117720 -1.915490 0.86 0.17 -0.78 1.04
O 16.323900 -1.576240 -1.750920 -0.11 0.80 -0.16 -0.67
O 15.337820 0.652060 -2.749230 1.42 -0.28 1.07 -0.29
C 14.489870 -0.060390 -3.595160 -1.55 -0.16 -0.88 -0.73
O 17.869610 0.300420 -2.652540 -1.24 0.07 0.60 -0.28
C 18.274900 -0.256820 -3.905200 0.45 -0.75 0.13 -0.59
H 17.997420 -0.362350 0.276380 0.33 0.38 -0.15 0.33
H 16.702410 0.158520 1.308310 -0.09 -0.06 0.03 0.27
H 17.799460 1.407260 0.808730 0.42 -0.24 -0.35 0.26
H 14.473350 -1.138360 -3.434470 0.23 0.07 0.18 0.36
H 14.692650 0.152430 -4.644780 0.41 -0.04 -0.02 0.26
H 13.488620 0.336180 -3.426810 -0.13 -0.18 0.10 0.27
H 17.483240 -0.581490 -4.580460 -0.44 0.52 0.15 0.25
H 18.829270 -1.177440 -3.722940 0.22 0.05 0.16 0.26
H 18.935820 0.457870 -4.395630 -0.22 0.03 0.07 0.25
C 25.530800 1.144370 -4.487080 0.17 -0.74 1.86 -0.66
O 25.209670 1.438880 -5.790080 -0.31 1.11 -2.71 -0.28
P 25.106930 3.014760 -6.146070 -0.47 -0.39 -0.51 0.99
O 24.150170 3.697850 -5.262310 1.05 0.05 -0.40 -0.68
O 26.660990 3.538030 -6.075060 -1.73 0.07 -0.39 -0.28
C 27.634540 3.111470 -7.022680 0.42 -0.85 -0.98 -0.62
O 24.672810 3.012600 -7.714010 2.32 0.33 1.46 -0.29
C 23.455100 2.543020 -8.201150 -1.55 -0.82 -0.26 -0.64
H 26.143660 0.243640 -4.452910 0.44 0.24 -0.17 0.24
H 24.644190 0.855880 -3.922450 -0.21 0.44 0.10 0.24
H 26.018000 2.009060 -4.036470 0.15 -0.34 0.48 0.34
H 28.474690 3.784940 -7.192090 -0.47 0.72 0.65 0.27
H 27.194800 2.965940 -8.009360 -0.18 -0.08 0.07 0.29
H 28.120390 2.182220 -6.725120 -0.36 -0.22 0.24 0.26
H 23.522310 2.210940 -9.237150 0.61 0.28 -0.07 0.26
H 22.674370 3.303230 -8.176120 0.12 0.12 0.27 0.26
H 23.111090 1.653820 -7.672870 -0.01 0.09 0.34 0.29
C 14.366180 -5.017080 -16.324850 0.42 -0.04 0.17 -0.65
O 14.900670 -6.385230 -16.358330 -0.06 -0.17 -2.12 -0.31
P 15.880300 -6.835280 -17.592880 0.71 1.25 -0.13 1.03
O 17.071070 -5.941720 -17.681100 -1.41 -1.51 -0.02 -0.64
O 14.994320 -6.906130 -18.959600 0.10 0.61 0.73 -0.30
C 15.474020 -7.611740 -20.101390 0.37 -1.20 -0.73 -0.73
O 16.174560 -8.387700 -17.362730 0.53 0.89 0.55 -0.34
C 15.128570 -9.333000 -17.221730 -0.79 -0.34 -0.24 -0.70
H 14.865000 -4.318410 -16.996510 0.57 -0.33 0.05 0.30
H 14.518550 -4.701290 -15.292790 -0.16 0.10 -0.17 0.25
H 13.318190 -4.929590 -16.611530 -0.09 -0.75 0.22 0.28
H 16.411160 -8.147710 -19.951020 0.05 0.09 0.56 0.31
H 15.655970 -7.068910 -21.028940 -0.24 1.07 0.53 0.31
H 14.752590 -8.368980 -20.408380 -0.30 -0.01 0.41 0.29
H 14.174550 -8.876410 -17.485320 -0.12 -0.03 0.27 0.34
H 15.104590 -9.748400 -16.214270 0.03 0.29 0.03 0.26
H 15.258500 -10.164800 -17.914060 0.39 0.11 -0.09 0.28
C 16.472250 -6.621930 -6.359560 -0.58 0.83 0.42 -1.10
C 17.319870 -5.705280 -7.232230 -1.52 -0.91 -0.62 -0.10
O 17.690730 -6.420930 -8.417790 1.49 -1.09 -1.01 -0.39
C 16.830620 -6.667120 -9.414890 -3.28 2.50 -0.36 0.78
C 17.254940 -7.517190 -10.602640 0.59 0.72 0.56 -0.92
O 15.719750 -6.094440 -9.483160 2.32 -1.40 0.68 -0.61
H 16.731470 -7.679130 -6.302790 0.85 0.27 0.06 0.29
H 15.415370 -6.663740 -6.622940 0.01 0.48 -0.18 0.32
H 16.590830 -6.099020 -5.410550 -0.51 -0.69 0.58 0.34
H 16.760900 -4.830690 -7.565020 -0.06 0.08 0.30 0.22
H 18.175310 -5.396900 -6.631210 0.46 -0.22 -0.86 0.35
H 16.986530 -6.940660 -11.487890 0.04 0.11 0.09 0.26
H 16.664450 -8.430040 -10.680870 0.34 -0.10 0.37 0.29
H 18.337960 -7.639810 -10.591150 -0.14 -0.55 -0.06 0.28
C 22.977240 -2.199990 -17.603400 -0.41 -0.19 0.12 -1.34
C 21.836010 -2.368130 -18.623870 1.08 0.25 1.52 -0.12
O 22.342920 -3.215530 -19.641520 -0.69 -0.18 -1.14 -0.28
C 21.582320 -3.491290 -20.756200 0.97 -1.34 -0.86 0.72
C 20.314810 -2.692610 -20.956600 0.04 -1.02 0.46 -0.93
O 21.936020 -4.392240 -21.511600 -0.50 1.87 1.58 -0.59
H 22.615730 -1.590010 -16.775550 0.07 0.36 -0.12 0.39
H 23.871120 -1.764390 -18.049880 -0.13 0.09 0.00 0.32
H 23.256800 -3.137170 -17.122110 -0.02 -0.22 -0.36 0.34
H 21.001990 -2.817080 -18.084470 -0.22 -0.22 -0.29 0.29
H 21.541290 -1.363020 -18.925520 -0.05 -0.12 -0.63 0.30
H 19.743010 -3.266850 -21.685570 0.06 0.52 -0.22 0.29
H 20.475600 -1.644870 -21.210570 -0.01 -0.17 -0.06 0.30
H 19.771720 -2.775410 -20.015170 -0.21 0.37 0.00 0.30
C 16.027440 0.229660 -10.697370 0.20 -0.69 0.30 -1.14
C 16.153600 -1.291110 -10.356780 -1.09 2.05 -0.24 -0.17
O 17.130230 -1.853320 -11.215480 2.02 -0.37 1.16 -0.27
C 18.445050 -2.030250 -10.785320 0.13 0.05 3.43 0.71
C 19.217680 -2.687980 -11.884700 0.13 0.02 -0.51 -0.92
O 18.920820 -1.830740 -9.620210 -2.53 -0.29 -4.63 -0.60
H 16.833590 0.762470 -10.193050 -0.01 0.17 -0.17 0.31
H 15.070940 0.646220 -10.381610 0.01 -0.12 0.26 0.40
H 16.081840 0.390700 -11.774040 0.16 -0.12 0.00 0.25
H 16.312700 -1.379570 -9.282090 0.54 -0.46 -0.18 0.25
H 15.192900 -1.743940 -10.601940 0.25 -0.41 -0.07 0.34
H 20.073070 -2.078820 -12.176810 0.18 -0.13 0.35 0.29
H 18.647330 -2.849410 -12.799430 -0.28 0.11 0.26 0.29
H 19.533820 -3.667070 -11.524770 0.27 0.15 0.06 0.25
C 14.772610 5.869180 -11.703050 -1.28 0.94 -0.11 -1.17
C 16.233210 5.798560 -11.471930 0.52 -1.19 -1.42 -0.16
O 16.493000 5.666660 -10.107530 -1.20 -0.02 0.52 -0.28
C 17.622840 6.036320 -9.602400 4.35 1.88 1.04 0.76
C 17.683220 5.755930 -8.120890 -0.41 -0.61 -0.20 -0.97
O 18.598620 6.583000 -10.151440 -2.65 -1.27 0.07 -0.61
H 14.181670 5.059100 -11.275650 0.36 -0.20 0.05 0.30
H 14.560980 5.909020 -12.771560 0.10 -0.11 -0.06 0.37
H 14.362180 6.790400 -11.289530 -0.04 0.11 0.08 0.32
H 16.565420 4.849450 -11.892580 0.37 0.06 -0.42 0.22
H 16.798720 6.603930 -11.940640 -0.05 0.09 0.26 0.35
H 16.891830 6.321910 -7.629520 0.21 0.14 0.18 0.28
H 18.678890 5.924130 -7.710440 -0.28 0.27 -0.15 0.30
H 17.421310 4.706760 -7.983950 -0.01 -0.10 0.15 0.29